Entry 1:
Entry from the Open Molecules 2025 dataset: a cluster of 2 separate species, C4H10O in total (ωB97M-V/def2-TZVPD).

Properties
- LUMO energy (eV) = 0.87
- relative energy (zero: lowest compared OMol25 entry of this formula, charge and spin) (kJ/mol) = 263.8
- electronic energy (eV) = -6355.0689
- HOMO (eV) = -8.562

Structure (ORCA input):
```
! RIJCOSX wB97M-V def2-TZVPD def2/J DEFGRID3
* xyz 0 1
C 1.807 -0.169 -0.623
C 0.996 -0.146 0.676
C 0.099 1.061 0.700
C -2.180 -0.615 -1.356
O 0.214 1.621 1.888
H 2.483 0.691 -0.676
H 1.143 -0.125 -1.492
H 2.412 -1.078 -0.691
H 0.311 -1.009 0.680
H 1.638 -0.223 1.565
H -1.589 0.181 -0.891
H -2.148 -0.514 -2.444
H -1.772 -1.590 -1.073
H -3.217 -0.548 -1.016
H -0.373 2.393 1.902
*
```

Entry 2:
Entry from the Open Molecules 2025 dataset: a structure of composition C20H20BF2N5O2S2Ti (ωB97M-V/def2-TZVPD).

Properties
- LUMO energy (spin up / spin down) (eV) = 2.63 / 2.63
- relative energy (zero: lowest compared OMol25 entry of this formula, charge and spin) (kJ/mol) = 3.0
- electronic energy (eV) = -83516.4122
- ⟨S²⟩ = 0.756
- HOMO (spin up / spin down) (eV) = -3.386 / -3.373

Structure (ORCA input):
```
! RIJCOSX wB97M-V def2-TZVPD def2/J DEFGRID3
* xyz -1 2
Ti 0.707 -0.235 0.120
C 2.554 -4.441 -2.903
S 2.924 -4.401 -1.139
C 1.922 -3.045 -0.588
S 1.613 -1.671 -1.630
N 1.529 -3.134 0.627
N 0.893 -2.000 1.084
C 0.364 -2.104 2.335
C -0.388 -1.090 2.816
C -0.850 -0.939 4.167
C -1.161 0.282 4.639
C -0.963 1.430 3.769
C -0.737 1.267 2.464
N -0.713 -0.033 1.861
H 3.106 -5.290 -3.308
H 2.878 -3.527 -3.394
H 1.489 -4.587 -3.076
H 0.567 -3.001 2.912
H -0.885 -1.819 4.800
H -1.496 0.427 5.658
H -0.992 2.433 4.175
H -0.617 2.101 1.783
C 3.859 2.533 0.896
C 2.578 2.112 0.236
O 2.117 0.975 0.637
C 1.977 2.900 -0.712
C 0.767 2.576 -1.399
C 0.248 3.558 -2.413
N 0.125 1.469 -1.152
N -1.043 1.305 -1.898
C -1.748 0.323 -1.488
O -1.352 -0.469 -0.476
C -3.023 -0.015 -2.153
C -3.584 0.845 -3.095
C -4.773 0.512 -3.718
C -5.414 -0.683 -3.407
C -4.859 -1.538 -2.467
C -3.667 -1.207 -1.838
H 4.624 1.781 0.696
H 3.711 2.566 1.977
H 4.202 3.505 0.544
H 2.454 3.835 -0.967
H 0.931 4.399 -2.513
H -0.735 3.924 -2.115
H 0.119 3.069 -3.378
H -3.074 1.771 -3.324
H -5.206 1.185 -4.447
H -6.345 -0.943 -3.895
H -5.355 -2.467 -2.218
H -3.234 -1.865 -1.098
F -2.816 0.795 0.912
B -1.966 -0.299 0.951
F -2.620 -1.468 1.257
*
```

Entry 3:
Entry from the Open Molecules 2025 dataset: a cluster of 2 separate species, C4H5NO in total in a non-equilibrium geometry (ωB97M-V/def2-TZVPD).

Properties
- LUMO energy (eV) = 0.50
- relative energy (zero: lowest compared OMol25 entry of this formula, charge and spin) (kJ/mol) = 374.1
- SMILES string = N#C[C@@H]1C=C1O.[H][H]
- electronic energy (eV) = -7762.6497
- HOMO (eV) = -9.992

Structure (ORCA input):
```
! RIJCOSX wB97M-V def2-TZVPD def2/J DEFGRID3
* xyz 0 1
N -2.985 -0.726 0.909
C -1.995 -0.273 0.506
C -0.723 0.269 0.031
C -0.036 -0.359 -1.178
C 0.442 -0.655 -0.021
O 1.263 -1.391 0.717
H -0.619 1.339 0.245
H -0.140 -0.519 -2.237
H 1.118 -1.203 1.653
H 1.906 2.007 -0.048
H 1.770 1.511 -0.577
*
```

Entry 4:
Entry from the Open Molecules 2025 dataset: an isolated molecule of C15H19N3OS in a non-equilibrium geometry (ωB97M-V/def2-TZVPD).

Properties
- LUMO energy (eV) = 0.65
- relative energy (zero: lowest compared OMol25 entry of this formula, charge and spin) (kJ/mol) = 159.8
- SMILES string = C[C@H]([C@H]1C[C@H]2CC[C@@H]1C2)n1c(-c2ccco2)n[nH]c1=S
- electronic energy (eV) = -33216.2833
- HOMO (eV) = -7.713

Structure (ORCA input):
```
! RIJCOSX wB97M-V def2-TZVPD def2/J DEFGRID3
* xyz 0 1
C -0.463 -1.260 2.422
C -0.267 -0.650 1.034
C -1.610 -0.255 0.407
C -2.214 1.017 1.044
C -2.518 1.906 -0.167
C -1.190 2.447 -0.711
C -0.555 1.208 -1.373
C -1.576 0.101 -1.091
C -2.890 0.871 -1.228
N 0.448 -1.592 0.190
C 1.727 -1.481 -0.306
C 2.669 -0.415 -0.109
C 3.917 -0.290 -0.672
C 4.458 0.910 -0.168
C 3.512 1.430 0.663
O 2.428 0.639 0.706
N 2.047 -2.520 -1.030
N 0.967 -3.320 -1.000
C -0.042 -2.799 -0.254
S -1.488 -3.530 0.012
H -0.987 -0.558 3.063
H -1.050 -2.172 2.350
H 0.500 -1.496 2.873
H 0.365 0.235 1.123
H -2.294 -1.097 0.534
H -3.125 0.784 1.594
H -1.521 1.503 1.730
H -3.255 2.682 0.034
H -0.566 2.857 0.084
H -1.364 3.238 -1.440
H 0.436 0.987 -0.984
H -0.456 1.348 -2.451
H -1.467 -0.771 -1.736
H -3.763 0.278 -0.961
H -3.030 1.303 -2.217
H 4.363 -0.981 -1.356
H 5.416 1.329 -0.391
H 3.487 2.321 1.258
H 0.954 -4.206 -1.478
*
```

Entry 5:
Entry from the Open Molecules 2025 dataset: a cluster of 2 separate species, C29H56ClFNO8P2S in total in a non-equilibrium geometry (ωB97M-V/def2-TZVPD).

Properties
- LUMO energy (eV) = -1.23
- electronic energy (eV) = -93494.7578
- HOMO (eV) = -4.420

Structure (ORCA input):
```
! RIJCOSX wB97M-V def2-TZVPD def2/J DEFGRID3
* xyz -1 1
C -2.302 -7.534 1.348
C -1.856 -7.154 2.849
S -0.099 -6.458 2.853
C -0.290 -4.736 3.596
P 0.020 -3.393 2.211
Cl 1.703 -4.639 1.686
C -1.548 -2.490 2.866
C -2.915 -3.166 2.307
C -4.098 -2.051 2.145
O -4.501 -1.953 0.728
O 0.863 -2.289 3.234
C 1.594 -1.174 2.590
C 3.116 -1.754 2.758
C 4.200 -0.645 3.146
N 5.581 -1.215 3.381
C 1.214 0.016 3.599
C 1.672 1.487 3.148
C 2.085 2.285 4.507
F 3.006 3.362 4.234
C 0.972 -1.162 1.077
C 2.035 -1.191 -0.165
C 3.160 -0.049 -0.090
C 3.616 0.241 -1.633
C 2.586 1.231 -2.358
O 2.646 2.500 -1.667
C 1.452 3.260 -1.982
C -0.029 0.009 0.630
C -1.390 -0.457 -0.071
C -1.252 -0.935 -1.583
C -1.498 0.163 -2.688
C -1.437 -0.196 -4.217
C -1.133 -1.662 -4.670
C -0.873 -2.759 -3.596
C -0.946 -2.362 -2.082
O 0.246 -2.411 0.790
H -3.139 -6.826 1.012
H -1.423 -7.389 0.619
H -2.626 -8.631 1.330
H -2.530 -6.302 3.243
H -1.950 -8.009 3.600
H 0.568 -4.627 4.348
H -1.328 -4.661 4.060
H -0.722 -4.272 1.322
H -1.520 -2.484 4.013
H -1.477 -1.375 2.551
H -2.795 -3.632 1.270
H -3.231 -4.009 3.016
H -5.025 -2.320 2.753
H -3.671 -1.023 2.450
H -4.190 -1.065 0.432
H 3.091 -2.505 3.638
H 3.459 -2.357 1.852
H 4.300 0.224 2.413
H 3.883 -0.168 4.156
H 5.614 -1.387 4.408
H 6.222 -0.400 3.270
H 0.056 0.032 3.644
H 1.542 -0.246 4.675
H 2.558 1.469 2.434
H 0.766 2.073 2.732
H 1.149 2.610 5.091
H 2.628 1.531 5.187
H 2.566 -2.218 -0.103
H 1.522 -1.119 -1.181
H 2.822 0.937 0.372
H 4.103 -0.491 0.407
H 3.510 -0.783 -2.165
H 4.716 0.541 -1.722
H 2.906 1.355 -3.450
H 1.554 0.733 -2.350
H 0.521 2.697 -1.609
H 1.577 4.285 -1.469
H 1.369 3.358 -3.132
H 0.512 0.684 -0.142
H -0.341 0.733 1.475
H -1.992 -1.241 0.497
H -2.067 0.486 -0.100
H -1.758 1.243 -2.380
H -1.653 0.609 -5.013
H -1.128 -1.899 -5.785
H -0.678 -3.836 -3.935
H -0.783 -3.204 -1.335
C -4.448 6.135 -4.737
O -3.315 6.983 -4.593
P -1.786 6.208 -4.479
O -2.220 5.332 -3.309
O -1.109 7.588 -3.901
C -1.838 8.406 -3.000
O -0.235 5.468 -4.515
C 0.413 5.565 -5.783
H -5.289 6.749 -5.071
H -4.253 5.366 -5.488
H -4.704 5.678 -3.786
H -2.516 7.830 -2.370
H -2.405 9.150 -3.573
H -1.141 8.940 -2.355
H 0.534 6.615 -6.068
H -0.172 5.043 -6.542
H 1.398 5.101 -5.710
*
```

Entry 6:
Entry from the Open Molecules 2025 dataset: a structure of composition C14H12F9N4OPtS2 in a non-equilibrium geometry (ωB97M-V/def2-TZVPD).

Properties
- LUMO energy (eV) = 2.38
- electronic energy (eV) = -72098.7631
- HOMO (eV) = -4.978

Structure (ORCA input):
```
! RIJCOSX wB97M-V def2-TZVPD def2/J DEFGRID3
* xyz -1 1
Pt 0.384 -0.974 0.512
S 1.341 -2.955 -0.162
C 2.271 -2.936 1.298
S 2.025 -1.382 2.021
C 3.037 -3.959 1.806
C 3.755 -3.793 3.020
N 4.336 -3.656 4.006
C 3.135 -5.207 1.136
N 3.218 -6.222 0.597
C -0.606 2.122 0.097
C -0.294 3.560 -0.385
N 1.145 3.726 -0.600
C 1.566 2.781 -1.637
C 1.243 1.324 -1.218
N 0.635 1.327 0.125
C 1.572 1.950 1.077
C 1.848 3.413 0.645
H -1.312 1.608 -0.550
H -1.017 2.117 1.108
H -0.622 4.303 0.346
H -0.802 3.778 -1.326
H 2.638 2.912 -1.800
H 1.055 3.045 -2.564
H 2.141 0.706 -1.171
H 0.540 0.836 -1.893
H 2.482 1.349 1.087
H 1.128 1.891 2.072
H 2.915 3.577 0.484
H 1.517 4.119 1.409
F -4.633 -0.912 -1.832
C -3.309 -0.692 -1.919
F -2.896 -1.227 -3.070
F -3.141 0.635 -2.027
C -2.497 -1.243 -0.700
O -1.246 -0.770 -0.834
C -3.190 -0.745 0.619
F -3.205 0.599 0.653
F -4.459 -1.153 0.773
F -2.516 -1.150 1.699
C -2.538 -2.808 -0.721
F -1.991 -3.286 -1.840
F -3.796 -3.294 -0.651
F -1.861 -3.318 0.307
*
```